{"formula": "C3H4N4O", "method": "wB97M-V/def2-TZVPD", "species": ["H", "N", "C", "N", "C", "O", "N", "C", "N", "H", "H", "H"], "positions_angstrom": [[-0.872, -1.328, -1.593], [-1.516, -1.244, -0.777], [-1.072, -0.419, 0.094], [-1.674, -0.033, 1.339], [-0.913, 0.908, 1.727], [0.124, 1.321, 1.001], [0.166, 0.312, 0.022], [1.334, -0.071, -0.548], [1.232, -0.710, -1.620], [2.135, -0.953, -1.946], [-1.110, 1.646, 2.560], [2.168, 0.572, -0.259]], "e_tot_ev": -11180.833, "smiles": "[H]/N=c1/ncon1/C=N/[H]", "e_lumo_ev": 0.57, "orbital_gap_ev": 9.9, "total_charge": 0}



{"formula": "C6H12O", "method": "wB97M-V/def2-TZVPD", "species": ["C", "C", "C", "C", "C", "C", "H", "H", "H", "H", "H", "H", "H", "H", "H", "H", "O", "H", "H"], "positions_angstrom": [[1.668, -1.813, 0.506], [1.044, -0.650, 0.614], [0.186, -0.037, -0.414], [0.191, 1.463, -0.451], [-0.639, -0.779, -1.162], [-1.610, -0.227, -2.153], [1.701, -2.398, -0.407], [2.230, -2.258, 1.320], [1.154, -0.024, 1.490], [1.127, 1.878, -0.059], [-0.613, 1.863, 0.179], [0.034, 1.943, -1.417], [-0.706, -1.836, -0.949], [-1.860, -0.969, -2.907], [-1.313, 0.694, -2.665], [-2.561, 0.031, -1.677], [-0.397, 0.951, 3.299], [0.106, 1.744, 3.083], [0.259, 0.426, 3.771]], "e_tot_ev": -8462.827, "smiles": "C=C/C(C)=C/C.O", "e_lumo_ev": 0.76, "orbital_gap_ev": 9.2, "total_charge": 0}



{"formula": "C17H34Br12FN4O4P2", "method": "wB97M-V/def2-TZVPD", "species": ["C", "C", "N", "C", "N", "C", "N", "C", "P", "O", "O", "O", "P", "C", "C", "C", "C", "N", "C", "F", "C", "O", "C", "C", "H", "H", "H", "H", "H", "H", "H", "H", "H", "H", "H", "H", "H", "H", "H", "H", "H", "H", "H", "H", "H", "H", "H", "H", "H", "H", "H", "H", "H", "H", "C", "Br", "Br", "Br", "H", "C", "Br", "Br", "Br", "H", "C", "Br", "Br", "Br", "H", "C", "Br", "Br", "Br", "H"], "positions_angstrom": [[2.407, -3.600, 2.927], [1.943, -3.511, 1.466], [0.787, -2.613, 1.247], [1.091, -1.523, 0.368], [-0.057, -1.045, -0.458], [-0.824, -0.275, 0.379], [-2.082, 0.013, 0.264], [-2.779, -0.531, -0.901], [-2.919, 0.749, -2.213], [-2.278, 2.011, -1.848], [-2.283, 0.262, -3.591], [-4.475, 0.907, -2.470], [-3.101, 0.985, 1.357], [-3.949, -0.090, 2.612], [-3.570, -1.586, 2.518], [-2.193, 2.379, 2.124], [-1.915, 3.534, 1.146], [-0.031, 0.185, 1.424], [1.342, -0.193, 1.132], [2.099, -0.368, 2.239], [2.130, 0.680, 0.159], [1.930, 2.062, 0.372], [2.943, 2.696, 1.180], [2.227, 3.683, 2.120], [2.527, -4.637, 3.227], [1.711, -3.152, 3.639], [3.377, -3.139, 3.092], [1.660, -4.520, 1.171], [2.810, -3.249, 0.859], [0.552, -2.250, 2.165], [1.876, -1.790, -0.329], [-0.563, -1.925, -0.620], [-2.316, -1.420, -1.300], [-3.784, -0.802, -0.584], [-1.785, 1.033, -3.919], [-4.593, 1.621, -3.126], [-3.705, 0.317, 3.590], [-5.008, 0.011, 2.414], [-4.300, -2.148, 3.089], [-3.570, -1.899, 1.476], [-2.569, -1.740, 2.913], [-2.847, 2.750, 2.913], [-1.296, 2.056, 2.651], [-2.719, 4.258, 1.238], [-1.007, 4.075, 1.399], [-1.847, 3.216, 0.107], [-0.024, 1.211, 1.299], [1.935, 0.462, -0.890], [3.183, 0.444, 0.330], [3.486, 2.000, 1.816], [3.593, 3.244, 0.500], [1.216, 3.864, 1.765], [2.159, 3.224, 3.102], [2.724, 4.648, 2.156], [6.607, 5.041, 0.546], [7.295, 6.298, 1.830], [6.694, 3.229, 1.205], [4.824, 5.510, -0.022], [7.243, 5.093, -0.326], [-5.493, 0.870, -6.404], [-4.900, 2.559, -5.671], [-6.303, 1.086, -8.135], [-4.064, -0.420, -6.429], [-6.255, 0.489, -5.739], [6.031, -4.042, -0.547], [6.948, -4.579, 1.056], [4.488, -5.145, -0.888], [5.564, -2.167, -0.511], [6.715, -4.184, -1.371], [-2.623, -4.126, -3.713], [-3.604, -2.549, -3.196], [-1.313, -3.727, -5.063], [-1.837, -4.990, -2.177], [-3.334, -4.816, -4.146]], "e_tot_ev": -894130.263, "e_lumo_ev": -2.35, "orbital_gap_ev": 8.7, "total_charge": 1}



{"formula": "C46H52AsDyN7O3PS7", "method": "wB97M-V/def2-TZVPD", "species": ["Dy", "S", "C", "S", "C", "C", "S", "S", "S", "S", "C", "C", "C", "C", "C", "C", "As", "C", "C", "C", "C", "C", "C", "C", "C", "C", "C", "C", "C", "H", "H", "H", "H", "H", "H", "H", "H", "H", "H", "H", "H", "H", "H", "O", "H", "H", "C", "C", "N", "H", "H", "H", "C", "N", "C", "N", "C", "N", "C", "P", "C", "C", "H", "H", "H", "H", "H", "H", "H", "H", "H", "H", "H", "H", "C", "N", "C", "S", "N", "C", "H", "H", "H", "H", "H", "H", "H", "H", "C", "O", "C", "C", "C", "C", "C", "C", "N", "C", "C", "C", "C", "C", "C", "C", "O", "H", "H", "H", "H", "H", "H", "H", "H", "H", "H", "H", "H", "H"], "positions_angstrom": [[-0.382, -0.087, -0.353], [6.844, 0.175, 2.065], [5.273, 0.208, 1.555], [4.820, -0.218, -0.083], [3.122, -0.323, 0.083], [2.756, -0.024, 1.331], [1.070, 0.313, 1.794], [3.893, 0.379, 2.548], [2.121, -0.714, -1.310], [-2.456, 1.173, 1.310], [-1.980, 0.919, 3.020], [-2.066, 1.993, 3.939], [-1.604, 1.915, 5.210], [-1.107, 0.746, 5.704], [-0.991, -0.301, 4.812], [-1.430, -0.271, 3.498], [-1.502, -1.769, 2.205], [-0.684, -3.270, 3.290], [-1.295, -4.399, 3.807], [-0.562, -5.307, 4.527], [0.803, -5.128, 4.729], [1.457, -3.983, 4.251], [0.730, -3.087, 3.545], [-3.372, -2.347, 2.382], [-3.799, -3.365, 1.499], [-5.119, -3.838, 1.632], [-5.870, -3.315, 2.729], [-5.447, -2.271, 3.550], [-4.203, -1.674, 3.275], [-2.472, 2.905, 3.597], [-1.757, 2.775, 5.885], [-0.862, 0.589, 6.775], [-0.611, -1.234, 5.224], [-2.282, -4.546, 3.578], [-1.049, -6.152, 4.916], [1.326, -5.933, 5.258], [2.538, -3.885, 4.561], [1.151, -2.221, 3.111], [-3.080, -3.794, 0.768], [-5.428, -4.652, 0.982], [-6.852, -3.722, 2.897], [-6.093, -1.882, 4.344], [-3.787, -0.856, 3.867], [-2.473, -1.194, -1.189], [-3.206, -0.554, -1.141], [-2.730, -1.900, -0.569], [2.585, -4.119, -0.080], [1.163, -3.653, -0.230], [0.081, -3.276, -0.299], [3.230, -3.503, -0.732], [2.659, -5.175, -0.317], [2.822, -3.938, 0.981], [-1.923, -2.969, -5.769], [-1.446, -1.610, -6.018], [-0.142, -1.666, -6.654], [0.887, -2.412, -5.862], [0.353, -3.759, -5.595], [-0.974, -3.789, -4.921], [-0.861, -3.248, -3.539], [-0.266, -1.491, -3.476], [-1.416, -0.850, -4.799], [1.216, -1.704, -4.622], [-2.018, -3.442, -6.780], [-2.888, -3.007, -5.190], [0.126, -0.592, -6.834], [-0.256, -2.263, -7.586], [1.039, -4.294, -4.885], [0.326, -4.329, -6.516], [-0.177, -3.889, -2.955], [-1.885, -3.403, -3.112], [-1.144, 0.250, -4.963], [-2.405, -0.846, -4.406], [2.024, -2.197, -4.041], [1.537, -0.691, -4.873], [7.416, 3.655, 0.563], [6.899, 3.543, 1.925], [5.993, 4.310, 2.509], [5.043, 5.502, 1.744], [5.626, 3.925, 3.764], [6.483, 3.056, 4.536], [8.498, 3.338, 0.583], [7.169, 4.622, 0.079], [6.894, 2.923, -0.035], [7.113, 2.653, 2.382], [4.976, 4.568, 4.172], [7.571, 3.303, 4.439], [6.362, 1.997, 4.287], [6.303, 3.061, 5.615], [-1.068, 4.197, -4.075], [-1.813, 3.965, -2.919], [-2.767, 2.960, -2.831], [-3.079, 2.159, -3.880], [-4.061, 1.205, -3.718], [-4.675, 1.038, -2.468], [-4.328, 1.858, -1.406], [-3.376, 2.843, -1.576], [-3.133, 3.671, -0.514], [-2.038, 4.308, -0.056], [-0.692, 4.165, -0.303], [0.113, 5.218, 0.180], [1.462, 5.178, 0.146], [2.091, 4.056, -0.410], [1.329, 2.972, -0.876], [-0.033, 2.987, -0.842], [-0.744, 1.918, -1.178], [-0.361, 5.008, -3.905], [-1.767, 4.448, -4.875], [-0.466, 3.338, -4.400], [-2.539, 2.261, -4.869], [-4.273, 0.530, -4.565], [-5.437, 0.283, -2.327], [-4.767, 1.778, -0.438], [-3.980, 3.990, -0.006], [-2.388, 5.090, 0.656], [-0.365, 6.052, 0.617], [2.184, 5.918, 0.575], [3.170, 4.031, -0.393], [1.853, 2.111, -1.243]], "spin_multiplicity": 6, "e_tot_ev": -235177.676, "e_lumo_ev": [-1.06, -1.06], "orbital_gap_ev": [5.6, 5.6], "s2": 9.34, "total_charge": 0}



{"formula": "CH14N2O5", "method": "wB97M-V/def2-TZVPD", "species": ["N", "C", "N", "H", "H", "H", "H", "H", "H", "O", "H", "H", "O", "H", "H", "O", "H", "H", "O", "H", "H", "O"], "positions_angstrom": [[1.583, -0.024, 1.841], [0.250, -0.618, 1.597], [-0.795, 0.454, 1.294], [2.412, -0.693, 1.953], [-0.057, -1.220, 2.455], [0.285, -1.185, 0.681], [-1.337, 0.508, 2.234], [-0.392, -2.273, -1.582], [0.686, 0.404, -2.002], [-0.733, -2.296, -0.696], [-1.678, -1.523, -0.762], [-3.477, -0.817, -0.490], [-2.501, -0.562, -0.615], [-1.359, 0.279, 0.541], [-0.834, 0.091, -2.000], [-0.018, -0.165, -2.439], [1.093, 2.252, -0.723], [0.222, 2.438, 0.505], [0.382, 2.855, -0.387], [2.642, 0.706, -1.448], [1.756, 0.493, 0.943], [1.871, 0.895, -0.899]], "spin_multiplicity": 2, "e_tot_ev": -14479.157, "e_lumo_ev": [3.59, -0.48], "orbital_gap_ev": [9.2, 4.3], "s2": 0.76, "total_charge": -1}



{"formula": "C7H17N5O", "method": "wB97M-V/def2-TZVPD", "species": ["C", "C", "C", "C", "C", "C", "C", "N", "N", "N", "N", "N", "O", "H", "H", "H", "H", "H", "H", "H", "H", "H", "H", "H", "H", "H", "H", "H", "H", "H"], "positions_angstrom": [[4.463, -0.386, -0.536], [3.617, 0.115, 0.325], [-0.815, 2.408, -0.625], [-1.044, -0.819, -0.885], [-2.466, -1.577, -0.955], [-1.946, -0.959, 1.254], [2.254, 0.659, -0.090], [-1.020, -0.164, 0.393], [0.019, 3.322, -0.822], [-0.237, 0.809, 0.819], [-3.128, -1.086, 0.323], [1.241, 0.263, 0.925], [-1.801, 1.919, -0.988], [5.429, -0.633, -0.100], [4.180, -0.854, -1.501], [3.858, 0.266, 1.388], [-0.230, -1.479, -1.119], [-0.905, 0.015, -1.600], [-2.969, -1.407, -1.850], [-2.311, -2.613, -0.898], [-1.621, -1.995, 1.438], [-2.096, -0.555, 2.187], [2.130, 0.028, -0.968], [2.287, 1.792, -0.259], [0.747, 3.270, -0.166], [-0.035, 4.190, -1.408], [-3.475, -0.151, 0.319], [-3.801, -1.743, 0.544], [1.516, 0.383, 1.846], [1.209, -0.794, 0.903]], "e_tot_ev": -17011.073, "e_lumo_ev": [-7.09, -7.09], "orbital_gap_ev": [9.1, 9.1], "total_charge": 2}



What did we get for relative energy (zero: lowest compared OMol25 entry of this formula, charge and spin)? Answer: 302.58, 147.31, 72.15, 80.24, 193.16, 291.27 kJ/mol, in the order shown.